Density functional theory data (ωB97M-V with the def2-TZVPD basis set) for a molecular structure, C25H18Cl3N3O3PdS.

total energy: -3259.31632 Eh
net charge: +2
Kohn-Sham gap (alpha / beta): 8.384 / 4.981 eV
strongest force on any atom: 0.0105 Eh/bohr
energy relative to the best compared isomer or geometry (same formula, charge and spin): 17.3 kJ/mol
2S+1: 5

Last column: Mulliken charge in e.
Geometry (Å):
Pd: -0.77 -1.11 0.16  -0.3472
Cl: 2.90 -4.18 -2.97  -0.0695
C: 3.05 -2.56 -2.31  0.7777
Cl: 3.23 -1.36 -3.59  -0.0495
Cl: 4.38 -2.45 -1.16  -0.0546
C: 1.81 -2.25 -1.59  -0.3443
N: 0.85 -2.00 -1.02  -0.1304
N: -6.77 -2.60 -3.94  -0.2755
C: -5.84 -2.41 -3.28  -0.1413
C: -4.70 -2.17 -2.47  0.7123
C: -3.48 -2.84 -2.77  -0.6436
C: -2.39 -2.61 -1.98  -0.0631
C: -2.46 -1.68 -0.90  0.4469
C: -3.71 -1.06 -0.59  0.0951
C: -4.80 -1.27 -1.37  -0.5871
H: -3.45 -3.52 -3.61  0.4950
H: -1.47 -3.12 -2.20  0.5070
H: -3.78 -0.39 0.26  0.5204
H: -5.75 -0.79 -1.17  0.4939
O: 2.66 -1.15 3.08  -0.3886
C: 1.54 -1.70 3.11  0.1655
C: 1.23 -2.60 4.32  -0.3653
C: -0.18 -3.08 3.98  -0.5157
C: -0.49 -2.38 2.68  0.5134
O: -1.51 -2.45 2.01  -0.5182
N: 0.57 -1.60 2.23  -0.0545
H: 1.29 -2.00 5.22  0.2982
H: 1.98 -3.39 4.39  0.3167
H: -0.91 -2.81 4.73  0.3318
H: -0.24 -4.16 3.82  0.3235
O: -0.67 0.76 -0.90  -0.3684
S: 0.71 1.36 -1.24  0.5025
C: 0.37 3.08 -1.52  0.3715
C: 1.38 3.83 -2.10  -0.3889
C: 1.17 5.18 -2.31  -0.6998
C: -0.05 5.75 -1.96  -0.4250
C: -1.06 4.98 -1.40  -0.7268
C: -0.85 3.63 -1.17  -0.1849
C: 1.57 1.39 0.31  0.4595
C: 2.73 0.65 0.40  -0.1374
C: 3.41 0.60 1.62  -0.4853
C: 2.90 1.30 2.71  -0.5456
C: 1.73 2.03 2.61  -0.8056
C: 1.05 2.08 1.40  -0.4472
H: 2.32 3.37 -2.39  0.4194
H: 1.94 5.79 -2.76  0.4040
H: -0.22 6.80 -2.14  0.4179
H: -2.01 5.43 -1.14  0.4130
H: -1.63 3.00 -0.74  0.4037
H: 3.12 0.12 -0.47  0.5644
H: 4.33 0.05 1.70  0.4099
H: 3.44 1.27 3.65  0.4221
H: 1.35 2.58 3.46  0.4640
H: 0.15 2.67 1.30  0.5141